# 1
Here is a molecular structure, IO6V3 at a distorted geometry from OMol25. Energies are from the ωB97M-V functional and the def2-TZVPD basis.

The geometry in XYZ format:
```
10
Properties=species:S:1:pos:R:3:lowdin_charge:R:1
O -0.95916 2.51350 -2.03363 -0.37
V -1.34883 2.30712 -0.45585 0.72
O -0.23938 1.29353 0.19233 -0.48
O -0.43323 -1.25572 -1.29734 -0.21
V -0.48562 -2.41704 -2.35051 1.34
O 0.63052 -2.36105 -3.42108 -0.14
O 1.69205 -2.59737 3.53609 -0.20
V 1.82192 -1.24878 2.56918 1.33
O 0.49579 -0.88204 2.03229 -0.15
I -1.17405 4.64786 1.22856 0.16
```

As for the spin multiplicity: 1. The calculation puts the energy above the lowest of the compared OMol25 structures with the same formula, charge and spin at 335.4 kJ/mol. The value obtained for the frontier orbital gap is 2.8 eV. The total charge is +2. The largest force on an atom comes out at 7.248 eV/Å. As for the calculated total energy: -3580.229825 Ha. The calculation puts the HOMO energy at -14.058 eV. The LUMO energy is -11.22 eV.



# 2
Here is 2 unconnected molecules or ions with the total composition C4H10NP at a distorted geometry from OMol25. Energies are from the ωB97M-V functional and the def2-TZVPD basis.

The geometry in XYZ format:
```
16
Properties=species:S:1:pos:R:3:lowdin_charge:R:1
C -1.24739 -0.26035 0.63019 -0.39
C -0.04776 0.22919 1.39412 -0.62
C -0.26282 1.21555 2.51917 -0.14
C 0.66274 -0.86962 -2.84771 -0.31
N 1.09200 -0.81195 -1.48583 -0.17
P -0.18118 0.89526 -0.31476 1.01
H -1.23669 -1.28478 0.28497 0.06
H -2.22384 0.10287 0.92899 0.06
H 0.73980 -0.49809 1.56433 0.10
H 0.66800 1.73076 2.76452 0.07
H -0.62319 0.70161 3.41304 0.08
H -1.00276 1.96421 2.23060 0.06
H 0.79232 0.06040 -3.42012 0.06
H 1.25170 -1.64861 -3.35167 0.07
H -0.38703 -1.16260 -2.88199 0.06
H 2.00611 -0.36385 -1.42786 0.00
```

As for the spin multiplicity: 1. The calculation puts the energy above the lowest of the compared OMol25 structures with the same formula, charge and spin at 187.4 kJ/mol. The value obtained for the frontier orbital gap is 8.4 eV. The total charge is 0. The largest force on an atom comes out at 3.619 eV/Å. As for the calculated total energy: -554.413350 Ha. The calculation puts the HOMO energy at -8.257 eV. The LUMO energy is 0.15 eV.



# 3
Here is a molecular structure, C4H5Br4Cl at a distorted geometry from OMol25. Energies are from the ωB97M-V functional and the def2-TZVPD basis.

The geometry in XYZ format:
```
14
Properties=species:S:1:pos:R:3:lowdin_charge:R:1
C -1.28932 -0.67055 -0.17447 -0.13
C -1.34287 0.68748 0.54434 -0.36
C -0.18283 1.61801 0.20311 -1.26
C 1.83636 -1.09096 -0.25074 -1.52
Cl 2.20627 -0.49064 -1.95879 0.38
Br 0.87537 2.39933 1.50036 0.68
Br 0.05377 2.04177 -1.56100 0.72
Br 2.99724 -0.29685 1.12451 0.52
Br 2.03313 -2.94028 -0.24834 0.62
H -0.44988 -1.14004 0.34914 0.04
H -2.23286 -1.18361 -0.12442 0.07
H -1.06610 -0.63137 -1.21949 0.04
H -2.21749 1.15336 0.15353 0.08
H -1.22080 0.54434 1.66226 0.11
```

As for the spin multiplicity: 1. The calculation puts the energy above the lowest of the compared OMol25 structures with the same formula, charge and spin at 328.2 kJ/mol. The value obtained for the frontier orbital gap (alpha / beta) is 9.1 / 5.7 eV. The total charge is 0. The largest force on an atom comes out at 2.754 eV/Å. As for the calculated total energy: -10911.505882 Ha. The calculation puts the HOMO energy (alpha / beta) at -9.327 / -7.633 eV. The LUMO energy (alpha / beta) is -0.27 / -1.92 eV.



# 4
Here is 2 unconnected molecules or ions with the total composition C5H11NO at a distorted geometry from OMol25. Energies are from the ωB97M-V functional and the def2-TZVPD basis.

The geometry in XYZ format:
```
18
Properties=species:S:1:pos:R:3:lowdin_charge:R:1
C 0.27249 -1.00403 0.19111 -0.13
C 0.84401 -2.21530 0.40218 -0.22
N 2.16204 -2.40693 0.83067 0.05
C 1.21400 0.13991 0.03300 -0.26
C 0.79610 1.24673 -0.90623 -0.20
C 0.05923 1.08288 -2.01440 -0.01
H -0.79120 -0.83673 0.22858 0.10
H 0.37185 -3.14456 0.11390 0.10
H 2.53970 -3.25406 0.42157 0.08
H 2.80958 -1.64542 0.69450 0.06
H 2.22311 -0.00172 -0.39487 0.11
H 1.46322 0.56806 1.02258 0.12
H 1.22524 2.20958 -0.65073 0.09
H -0.40782 1.89676 -2.54308 0.04
H -0.03284 0.05771 -2.35942 0.06
H -4.83244 1.87011 0.81151 0.02
H -3.59258 2.68069 0.67539 0.03
O -4.38509 2.60261 1.21540 -0.05
```

As for the spin multiplicity: 1. The calculation puts the energy above the lowest of the compared OMol25 structures with the same formula, charge and spin at 272.5 kJ/mol. As for the SMILES: C=CC/C=C\N.O. The value obtained for the frontier orbital gap is 8.9 eV. The total charge is 0. The largest force on an atom comes out at 2.146 eV/Å. As for the calculated total energy: -327.027566 Ha. The calculation puts the HOMO energy at -8.084 eV. The LUMO energy is 0.79 eV.



# 5
Here is a single C6H9N molecule at a distorted geometry from OMol25. Energies are from the ωB97M-V functional and the def2-TZVPD basis.

The geometry in XYZ format:
```
16
Properties=species:S:1:pos:R:3:lowdin_charge:R:1
C -0.63298 1.49999 1.13126 -0.03
C -0.30030 0.39476 0.16589 -0.38
C -1.24744 -0.59865 -0.40346 -0.05
C -0.05497 -1.08236 0.40251 -0.12
C 1.33615 -0.96481 -0.32776 -0.22
N 1.22087 -0.54502 -1.73322 0.07
C 1.01687 0.41757 -0.65491 -0.19
H 0.24734 1.78632 1.72082 0.08
H -1.41384 1.18914 1.83403 0.08
H -0.98887 2.39801 0.61000 0.08
H -2.19936 -0.66822 0.12319 0.11
H -1.33011 -0.74290 -1.47830 0.10
H -0.18659 -1.64739 1.31933 0.13
H 2.25579 -1.44775 -0.04712 0.13
H 0.54310 -1.25654 -1.94357 0.08
H 1.74962 1.21109 -0.60419 0.14
```

As for the spin multiplicity: 1. The calculation puts the energy above the lowest of the compared OMol25 structures with the same formula, charge and spin at 394.4 kJ/mol. As for the SMILES: C[C@]12C[C@H]1[C@H]1N[C@H]12. The value obtained for the frontier orbital gap is 9.7 eV. The total charge is 0. The largest force on an atom comes out at 2.095 eV/Å. As for the calculated total energy: -288.631826 Ha. The calculation puts the HOMO energy at -8.595 eV. The LUMO energy is 1.08 eV.



# 6
Here is a molecular structure, C16H19N3S at a distorted geometry from OMol25. Energies are from the ωB97M-V functional and the def2-TZVPD basis.

The geometry in XYZ format:
```
39
Properties=species:S:1:pos:R:3:lowdin_charge:R:1
C -1.93779 -2.86585 -1.60765 -0.12
H -1.83117 -3.96308 -1.73296 0.12
H -2.72650 -2.45111 -1.19638 0.03
H -1.97617 -2.51933 -2.73725 0.14
C -0.71265 -2.52817 -1.13515 -0.61
C 0.45643 -2.85160 -1.70528 -0.11
H 1.31944 -2.44417 -1.16908 0.09
H 0.41299 -2.41649 -2.91349 0.19
H 0.57281 -3.82164 -1.84124 0.04
C -0.68066 -2.92159 0.44874 -0.09
C 0.32217 -2.08666 1.36622 -0.29
N 0.10661 -0.77693 1.56118 0.03
C 0.63988 -0.09847 0.63237 -0.27
C -0.06547 1.15266 0.08094 -0.19
N 0.75792 1.81441 -0.81659 0.20
C 1.90188 1.32774 -0.33694 -0.37
C 3.24894 1.60103 -0.92517 0.03
C 4.30897 1.06622 -0.48866 -0.30
C 4.37366 0.18287 0.31619 -0.07
C 3.03814 -0.27304 0.99338 0.12
N 1.88581 0.28055 0.34980 0.01
H 2.84036 -0.98719 1.78660 0.10
H 5.16477 -0.28983 0.78124 0.09
H 5.24752 1.46132 -0.78072 0.13
H 3.22733 2.74928 -1.92282 0.24
C -1.41327 1.33640 -0.01171 -0.47
C -2.11124 2.12165 -0.70898 -0.26
C -3.48696 2.44300 -0.61235 -0.04
C -4.04471 1.23852 0.32731 -0.26
S -2.63304 0.28843 0.90188 0.98
H -4.95870 1.12910 0.43700 -0.07
H -4.21112 2.95927 -1.18895 0.07
H -1.53736 3.05882 -1.26893 0.18
H -0.75558 -0.81760 1.96043 0.05
H 1.32048 -2.49319 0.87949 0.14
H 0.42677 -2.61932 2.34011 0.13
H -0.56812 -3.95465 0.26516 0.08
H -1.68704 -2.63983 1.18830 0.16
H -0.80530 -1.21436 -0.94717 0.19
```

As for the spin multiplicity: 1. The calculation puts the energy above the lowest of the compared OMol25 structures with the same formula, charge and spin at 1593.0 kJ/mol. The value obtained for the frontier orbital gap is 6.6 eV. The total charge is 0. The largest force on an atom comes out at 19.478 eV/Å. As for the calculated total energy: -1182.968955 Ha. The calculation puts the HOMO energy at -6.898 eV. The LUMO energy is -0.32 eV.



# 7
Here is a molecular structure, C44H32FeIN3O2PS at a distorted geometry from OMol25. Energies are from the ωB97M-V functional and the def2-TZVPD basis.

The geometry in XYZ format:
```
85
Properties=species:S:1:pos:R:3:lowdin_charge:R:1
Fe -0.62535 -1.29888 -1.00024 0.51
I 2.35824 -0.81932 -1.37327 1.22
C 3.51575 0.89187 -0.99841 -0.57
C 4.84937 0.61176 -0.97922 -0.17
C 5.79722 1.64385 -0.84911 -0.06
C 5.36697 2.92729 -0.77015 -0.03
C 3.98486 3.24193 -0.75762 -0.15
C 3.61128 4.59988 -0.65860 -0.02
C 2.30203 4.95153 -0.59306 -0.05
C 1.32062 3.94879 -0.60427 -0.09
C 1.60646 2.61010 -0.74212 -0.26
P 0.08159 1.49684 -0.75478 1.03
C -0.78713 2.28463 0.65506 -0.38
C -0.16630 2.02918 1.88282 -0.11
C -0.68403 2.54895 3.05912 -0.07
C -1.82366 3.34749 3.02059 -0.07
C -2.44727 3.59770 1.80895 -0.07
C -1.94457 3.05213 0.63097 -0.11
C -0.58374 2.02402 -2.38470 -0.37
C -1.16261 3.25924 -2.67434 -0.09
C -1.58320 3.55686 -3.96290 -0.06
C -1.42251 2.63054 -4.98531 -0.07
C -0.87168 1.38878 -4.70567 -0.06
C -0.46665 1.08807 -3.41223 -0.13
C 2.98705 2.21486 -0.84284 -0.18
H 5.18756 -0.41081 -1.08065 0.08
H 6.85243 1.40442 -0.83725 0.11
H 6.07617 3.74464 -0.71498 0.12
H 4.39230 5.35013 -0.62625 0.12
H 2.00592 5.98982 -0.51639 0.11
H 0.29583 4.26495 -0.47985 0.09
H 0.73476 1.42209 1.90737 0.11
H -0.19197 2.34608 4.00240 0.11
H -2.21938 3.77357 3.93362 0.11
H -3.32747 4.22831 1.77519 0.11
H -2.46894 3.22796 -0.30029 0.09
H -1.30535 4.00270 -1.90314 0.09
H -2.03464 4.51878 -4.17085 0.11
H -1.73514 2.87252 -5.99294 0.11
H -0.76070 0.65300 -5.49168 0.11
H -0.07999 0.09567 -3.20611 0.05
S -3.36313 -4.12244 -0.05486 1.02
C -4.38938 -3.18637 -1.05079 -0.40
C -3.70729 -2.30181 -1.82830 -0.21
C -2.29084 -2.33291 -1.62680 -0.21
C -1.95843 -3.32313 -0.72357 -0.57
C -0.63075 -3.95704 -0.78637 -0.31
C -0.35505 -5.23879 -0.32532 -0.02
C 0.80979 -5.86397 -0.72938 -0.04
C 1.67511 -5.20048 -1.58737 -0.05
C 1.37272 -3.90030 -1.94380 -0.20
N 0.26814 -3.26678 -1.53816 0.00
H -5.45849 -3.34829 -1.01293 0.07
H -4.21073 -1.65297 -2.53469 0.10
H -1.06710 -5.74172 0.31617 0.11
H 1.03064 -6.87316 -0.40488 0.12
H 2.56903 -5.67221 -1.97057 0.11
H 2.03645 -3.34988 -2.59862 0.06
O 3.06407 -3.65536 6.13435 0.14
C 3.19351 -3.77850 4.80002 -0.47
O 4.09976 -4.40784 4.34095 0.14
C 2.16997 -3.10120 3.92586 -0.11
C 2.27727 -3.31426 2.55909 0.02
C 1.37976 -2.73720 1.68068 -0.02
C 0.35932 -1.91373 2.14026 -0.22
C 0.27408 -1.66607 3.50801 -0.01
C 1.15629 -2.26899 4.38858 -0.01
N -0.53817 -1.35829 1.17366 0.08
C -1.63781 -0.86579 1.56999 -0.06
C -2.59044 -0.14485 0.70128 -0.25
C -3.75877 0.34691 1.25017 0.01
C -4.64487 1.04420 0.44602 -0.03
C -4.34630 1.17518 -0.89459 -0.02
C -3.15948 0.64067 -1.37146 -0.13
N -2.27055 0.03422 -0.58983 -0.01
H 2.28460 -3.14546 6.38128 0.09
H 3.07696 -3.94861 2.19990 0.13
H 1.46335 -2.93955 0.62317 0.05
H -0.46700 -0.98767 3.91115 0.11
H 1.03035 -2.05715 5.44380 0.12
H -1.94588 -0.97051 2.60964 0.13
H -3.95410 0.18972 2.30396 0.13
H -5.55206 1.47138 0.85327 0.12
H -5.01786 1.68735 -1.57041 0.12
H -2.91077 0.69168 -2.42541 0.12
```

As for the spin multiplicity: 5. The calculation puts the energy above the lowest of the compared OMol25 structures with the same formula, charge and spin at 0.0 kJ/mol. Its expectation value of S² is 6.015. The value obtained for the frontier orbital gap (alpha / beta) is 6.7 / 6.8 eV. The total charge is +1. The largest force on an atom comes out at 1.152 eV/Å. As for the calculated total energy: -4311.386111 Ha. The calculation puts the HOMO energy (alpha / beta) at -10.266 / -10.424 eV. The LUMO energy (alpha / beta) is -3.59 / -3.65 eV.



# 8
Here is a single CH2N4OS molecule at a distorted geometry from OMol25. Energies are from the ωB97M-V functional and the def2-TZVPD basis.

The geometry in XYZ format:
```
9
Properties=species:S:1:pos:R:3:lowdin_charge:R:1
C 0.50416 -0.41565 0.37698 -0.53
H 0.87990 -0.94245 -2.46458 -0.08
H 0.73903 0.53509 2.35989 0.29
N -0.50048 -0.10233 -0.69702 -0.44
N -1.54305 0.67632 -0.11975 -0.03
N -1.23080 1.03553 1.15979 -0.01
N -0.11229 0.32657 1.44123 -0.03
O 1.45932 -1.12175 0.38394 0.07
S -0.19577 0.00867 -2.44049 0.74
```

As for the spin multiplicity: 1. The calculation puts the energy above the lowest of the compared OMol25 structures with the same formula, charge and spin at 123.3 kJ/mol. As for the SMILES: O=c1[nH]nnn1S. The value obtained for the frontier orbital gap is 9.2 eV. The total charge is 0. The largest force on an atom comes out at 5.844 eV/Å. As for the calculated total energy: -731.629695 Ha. The calculation puts the HOMO energy at -9.190 eV. The LUMO energy is 0.00 eV.



- Which value of total charge does entry 8 give?
  0



- largest force on an atom of number 5 (C6H9N)?
  2.095 eV/Å